--- a ---
An isolated molecule of C3H3NOS, computed with ωB97M-V/def2-TZVPD.

XYZ file:
```
9
Properties=species:S:1:pos:R:3
C -0.588 -0.106 -0.039
C 0.282 0.921 -0.022
C 1.430 -0.846 0.027
H -2.728 0.881 0.115
H 0.081 2.000 0.028
H 2.138 -1.643 0.063
N 1.581 0.405 -0.081
O 0.140 -1.285 -0.056
S -2.336 -0.329 -0.037
```

## Properties
**LUMO energy**: 0.65 eV
**E_HOMO**: -8.76 eV
**Total charge**: 0
**Gap between HOMO and LUMO**: 0.346 Eh
**SMILES**: Sc1cnco1

These are the natural (NBO) partial charges, in e, on atoms 1 to 6: number 1, C, carries 0.088; number 2, C, carries -0.152; number 3, C, carries 0.321; number 4, H, carries 0.128; number 5, H, carries 0.224; number 6, H, carries 0.194

---

--- b ---
A cluster of 2 separate species, C3H3NOS in total, computed with ωB97M-V/def2-TZVPD.

XYZ file:
```
9
Properties=species:S:1:pos:R:3
C -1.339 -0.439 -0.690
C 1.385 -0.030 1.155
C -0.907 -0.011 -1.802
N 1.265 0.337 2.305
O 1.738 -0.516 0.153
S -1.716 -0.784 0.768
H 0.030 0.525 -1.729
H -1.215 -0.275 -2.731
H 0.759 1.194 2.570
```

## Properties
**LUMO energy**: -0.09 eV
**E_HOMO**: -8.77 eV
**Total charge**: 0
**Gap between HOMO and LUMO**: 0.319 Eh
**SMILES**: C=C=S.N=C=O

These are the natural (NBO) partial charges, in e, on atoms 1 to 6: number 1, C, carries -0.034; number 2, C, carries 0.856; number 3, C, carries -0.606; number 4, N, carries -0.771; number 5, O, carries -0.507; number 6, S, carries 0.132

---

Which structure loses on stability? b does.

---

--- a ---
An isolated molecule of C3H3NOS, computed with ωB97M-V/def2-TZVPD.

XYZ file:
```
9
Properties=species:S:1:pos:R:3
C -0.702 1.016 -0.546
C -1.390 2.694 -0.888
C 0.366 0.216 0.092
N -1.043 0.015 0.355
O -1.357 1.547 -1.698
S -2.025 4.276 -1.116
H 0.947 -0.362 -0.445
H 0.687 0.639 0.956
H -1.485 -0.884 0.297
```

## Properties
**LUMO energy (alpha / beta)**: 0.32 / 0.32 eV
**E_HOMO (alpha / beta)**: -8.23 / -8.23 eV
**Total charge**: 0
**Gap between HOMO and LUMO (alpha / beta)**: 0.314 / 0.314 Eh
**SMILES**: S=C1O[C@@]12CN2

These are the natural (NBO) partial charges, in e, on atoms 1 to 6: number 1, C, carries 0.447; number 2, C, carries 0.142; number 3, C, carries -0.240; number 4, N, carries -0.607; number 5, O, carries -0.489; number 6, S, carries -0.065

---

--- b ---
An isolated molecule of C3H3NOS, computed with ωB97M-V/def2-TZVPD.

XYZ file:
```
9
Properties=species:S:1:pos:R:3
C 1.598 -3.327 1.271
C 1.051 -2.207 0.725
C 0.024 0.070 -0.077
N 2.003 -4.214 1.901
O 0.288 -1.402 2.086
S 0.903 -1.401 -0.738
H -0.810 -0.394 0.520
H 0.013 0.822 -0.891
H 0.601 0.542 0.686
```

## Properties
**LUMO energy (alpha / beta)**: -2.10 / -2.11 eV
**E_HOMO (alpha / beta)**: -10.22 / -9.66 eV
**Total charge**: 0
**Gap between HOMO and LUMO (alpha / beta)**: 0.299 / 0.277 Eh
**SMILES**: CSC(=O)C#N

These are the natural (NBO) partial charges, in e, on atoms 1 to 6: number 1, C, carries 0.155; number 2, C, carries 0.044; number 3, C, carries -0.740; number 4, N, carries -0.166; number 5, O, carries -0.596; number 6, S, carries 0.504

---

Which structure loses on stability? a does.

---

--- a ---
A cluster of 2 separate species, C3H3NOS in total, computed with ωB97M-V/def2-TZVPD.

XYZ file:
```
9
Properties=species:S:1:pos:R:3
C -0.748 1.258 0.307
C -1.875 1.178 0.928
C 0.021 -1.828 -1.677
N 0.193 -2.360 -0.622
O -2.888 1.106 1.493
S -0.460 -1.219 -3.022
H -0.607 0.805 -0.657
H 0.071 1.816 0.723
H 0.937 -2.533 0.017
```

## Properties
**LUMO energy**: 0.70 eV
**E_HOMO**: -9.35 eV
**Total charge**: 0
**Gap between HOMO and LUMO**: 0.369 Eh
**SMILES**: C=C=O.N=C=S

These are the natural (NBO) partial charges, in e, on atoms 1 to 6: number 1, C, carries -0.801; number 2, C, carries 0.725; number 3, C, carries 0.224; number 4, N, carries -0.661; number 5, O, carries -0.456; number 6, S, carries 0.009

---

--- b ---
An isolated molecule of C3H3NOS, computed with ωB97M-V/def2-TZVPD.

XYZ file:
```
9
Properties=species:S:1:pos:R:3
C -1.119 -1.003 1.591
C -1.149 -0.026 0.696
C 0.637 0.681 -1.134
N -0.990 -1.751 2.459
O 1.003 -0.564 -0.699
S -0.894 1.244 -0.184
H 1.353 1.402 -0.863
H 0.419 0.680 -2.192
H 0.739 -0.663 0.326
```

## Properties
**LUMO energy**: -1.61 eV
**E_HOMO**: -8.75 eV
**Total charge**: 0
**Gap between HOMO and LUMO**: 0.262 Eh

These are the natural (NBO) partial charges, in e, on atoms 1 to 6: number 1, C, carries 0.119; number 2, C, carries -0.428; number 3, C, carries -0.198; number 4, N, carries -0.262; number 5, O, carries -0.693; number 6, S, carries 0.597

---

Which structure loses on stability? b does.